277
Properties=species:S:1:pos:R:3:forces:R:3:lowdin_charge:R:1 method="wB97M-V/def2-TZVPD" multiplicity=1 gap_ha=0.34441 charge=+8
C 10.546380 0.194760 1.074670 0.6 -1.0 0.0 -0.054
C 10.765120 -0.856250 -0.062150 -1.4 0.2 1.2 -0.098
N 10.080320 -2.246340 0.212090 1.7 -0.6 2.2 -0.224
C 10.419800 -2.661620 1.675730 -0.5 -0.2 -0.1 0.031
C 8.600670 -2.167480 -0.021590 -0.7 -0.8 -0.1 -0.147
C 7.788350 -3.469350 0.233460 1.0 -0.6 0.3 -0.042
C 10.792670 -3.330820 -0.615310 -0.6 0.5 -1.5 -0.068
C 10.583140 -3.113180 -2.129940 1.3 -0.6 0.5 -0.186
O 11.373880 -1.996300 -2.571310 -1.6 0.1 0.2 -0.180
C 10.878950 -1.442150 -3.802230 0.8 -0.6 -0.1 -0.070
H 9.581170 0.219040 1.580520 -0.3 -0.2 -0.4 0.054
H 10.739290 1.186040 0.664490 0.1 -0.1 0.0 0.083
H 11.268430 -0.027120 1.860500 0.1 0.4 0.0 0.085
H 11.826730 -1.090690 -0.140430 -0.2 0.2 -0.4 0.139
H 10.305440 -0.444990 -0.960850 0.4 -0.5 -0.2 0.116
H 9.991190 -2.014040 2.440600 0.1 0.5 -0.5 0.105
H 11.498040 -2.754210 1.805800 -0.1 0.3 -0.2 0.123
H 9.999920 -3.634650 1.930690 0.0 -0.1 -0.6 0.103
H 8.545620 -1.928410 -1.083620 -0.5 0.4 0.2 0.103
H 8.184600 -1.386910 0.615370 0.3 0.3 -0.3 0.128
H 8.274670 -4.299530 -0.278800 -0.3 -0.1 -0.3 0.074
H 6.732010 -3.453380 -0.034830 0.2 0.6 -0.6 0.061
H 7.743810 -3.831550 1.260550 0.4 0.5 0.3 0.072
H 10.413780 -4.314820 -0.339090 -0.2 0.2 0.1 0.133
H 11.866460 -3.358040 -0.430020 -0.1 0.5 0.4 0.152
H 9.515290 -3.151610 -2.345160 -0.2 0.9 -0.3 0.093
H 10.944000 -4.012660 -2.628760 0.3 -0.2 0.0 0.142
H 11.314840 -2.031850 -4.608670 -0.5 -0.4 -0.3 0.099
H 11.278500 -0.453110 -4.026440 0.0 0.2 0.8 0.087
H 9.789210 -1.419980 -3.794230 -0.1 0.0 -0.2 0.066
C 4.827630 8.142960 -1.048590 0.8 -0.3 0.0 -0.050
C 6.310580 7.686230 -1.266370 -0.8 1.0 1.2 -0.129
N 7.438920 8.614750 -0.663960 -2.0 0.5 0.3 -0.238
C 7.092270 10.061280 -1.076760 1.1 -1.1 0.2 0.050
C 7.399400 8.600420 0.920970 0.3 -1.1 -0.8 -0.116
C 8.622280 9.199230 1.593810 0.8 0.4 0.5 -0.044
C 8.762560 8.261120 -1.281260 0.7 -0.6 1.5 -0.062
C 9.411680 6.891970 -0.835340 -0.7 -0.7 -0.2 -0.143
O 8.451540 5.989730 -0.315840 -1.7 0.9 -0.1 -0.235
C 8.938070 4.709360 -0.067690 0.8 -0.3 -0.3 -0.071
H 4.586870 8.215660 0.012000 0.1 0.4 0.0 0.085
H 4.195740 7.320880 -1.384740 0.1 -0.2 -0.2 0.064
H 4.498300 9.019050 -1.607250 0.2 0.1 0.2 0.090
H 6.503450 7.636810 -2.338030 0.3 -0.2 0.2 0.105
H 6.387290 6.742440 -0.726470 0.5 0.0 -0.6 0.108
H 7.165810 10.053530 -2.164240 -0.4 0.5 0.1 0.114
H 7.882160 10.679990 -0.650890 -0.2 0.2 -0.1 0.112
H 6.122770 10.325460 -0.654390 0.2 0.0 -0.3 0.110
H 7.263030 7.538400 1.124980 0.5 0.0 0.2 0.095
H 6.453150 9.033560 1.245150 0.2 0.6 -0.4 0.129
H 9.594910 8.737910 1.422680 -0.2 -0.4 -0.7 0.083
H 8.626650 9.128100 2.681480 -0.9 -0.2 0.1 0.098
H 8.792070 10.269140 1.473150 -0.4 0.1 -0.5 0.098
H 9.437860 9.031140 -0.908260 0.1 0.1 -0.4 0.133
H 8.654590 8.344480 -2.362690 -0.1 -0.1 0.1 0.124
H 10.215280 6.950460 -0.101230 0.1 0.8 0.1 0.131
H 9.855780 6.380130 -1.689090 0.2 0.4 -0.5 0.099
H 9.802800 4.840480 0.582790 0.2 -0.7 0.2 0.109
H 9.216910 4.232710 -1.007450 0.5 0.0 -0.3 0.083
H 8.189820 4.028950 0.338840 -0.1 0.7 0.4 0.065
C 1.567180 1.331080 -4.940440 -2.0 -2.2 0.6 -0.013
C 0.512510 0.375910 -4.168350 0.4 -0.8 -0.5 -0.093
N 0.433760 -1.135960 -4.641620 0.3 0.6 0.3 -0.231
C 1.820550 -1.740220 -4.439050 -0.9 -0.6 -0.1 0.005
C -0.556230 -1.830810 -3.635780 1.8 0.9 -0.6 -0.138
C -0.693400 -3.290350 -3.877530 -1.6 -0.9 0.1 -0.060
C -0.113830 -1.314050 -6.071830 0.0 1.4 0.0 -0.043
C -1.527420 -0.668590 -6.311280 -0.4 -0.4 -0.3 -0.185
O -1.486930 0.698180 -6.105070 2.2 1.1 0.1 -0.238
C -2.643840 1.501760 -6.212320 -1.0 -0.5 0.0 -0.046
H 1.342460 1.358860 -6.006660 -0.6 0.5 0.1 0.064
H 2.566430 0.896160 -4.919340 0.1 0.4 0.8 0.044
H 1.412830 2.272420 -4.413040 0.5 0.1 -0.4 0.081
H -0.536680 0.665720 -4.110720 0.3 0.6 -0.9 0.116
H 0.720900 0.275050 -3.103220 0.8 0.0 0.0 0.114
H 2.036810 -1.667720 -3.373180 0.1 0.1 -0.1 0.109
H 2.659660 -1.322710 -4.995540 -0.5 0.6 -0.2 0.078
H 1.761930 -2.793000 -4.715300 -0.1 0.0 0.1 0.089
H -1.473120 -1.251810 -3.746120 0.0 -0.3 0.2 0.134
H -0.066740 -1.638100 -2.681130 -0.4 0.1 0.2 0.126
H 0.064630 -3.982940 -3.511710 0.4 0.5 -0.3 0.059
H -1.035670 -3.531440 -4.883920 0.4 -0.1 -0.1 0.096
H -1.570870 -3.597950 -3.308740 -0.2 0.0 0.3 0.110
H -0.019750 -2.354340 -6.383350 -0.5 -0.1 0.4 0.129
H 0.599100 -0.805290 -6.720660 -0.1 0.3 0.1 0.103
H -2.339310 -1.085530 -5.715380 0.1 -0.5 0.3 0.130
H -1.837920 -0.849150 -7.340400 0.3 -0.5 -0.3 0.146
H -3.146220 1.420480 -7.176220 0.1 -0.3 -0.1 0.105
H -2.399670 2.557900 -6.098070 0.3 -0.3 0.3 0.101
H -3.325510 1.166800 -5.430510 -0.4 0.3 0.0 0.101
C 4.870650 3.441910 6.561250 -0.2 1.4 -1.3 -0.003
C 4.646090 4.164780 5.180050 0.6 -0.1 0.1 -0.122
N 5.870330 4.901940 4.635710 1.1 0.7 1.2 -0.258
C 5.478300 5.655220 3.374570 -0.4 -1.4 0.0 0.017
C 6.380770 5.960060 5.629500 -1.1 2.4 -0.2 -0.157
C 5.344690 7.020900 6.057380 -0.7 -0.3 0.7 -0.057
C 7.108090 4.005620 4.475720 -0.2 0.8 -1.8 -0.064
C 6.950200 2.833600 3.503740 -1.2 -0.2 -0.6 -0.143
O 6.631570 3.268830 2.146180 -0.4 0.0 0.4 -0.227
C 6.631930 2.219230 1.163040 1.2 0.0 0.4 -0.091
H 4.897010 4.235220 7.308280 0.3 -0.2 0.2 0.085
H 5.798470 2.870010 6.547060 -0.2 -0.1 0.2 0.076
H 4.009590 2.828980 6.827690 0.1 -0.1 -0.3 0.098
H 3.926880 4.982760 5.221980 -0.4 -0.4 0.3 0.124
H 4.409010 3.518780 4.334720 -0.4 -0.3 0.3 0.118
H 5.112110 4.916510 2.661600 0.4 0.0 0.0 0.093
H 6.353280 6.157140 2.961540 -0.2 0.1 0.2 0.100
H 4.605000 6.278190 3.567810 0.5 0.3 0.3 0.106
H 7.046760 6.653850 5.116450 0.8 -1.0 -0.5 0.124
H 6.881990 5.584580 6.521620 -0.2 -0.6 -0.3 0.143
H 4.825670 7.604960 5.297390 0.2 -0.5 -0.5 0.081
H 5.864070 7.812050 6.598140 0.2 -0.3 0.3 0.105
H 4.572160 6.636680 6.723480 0.1 0.0 0.1 0.086
H 7.411400 3.747920 5.490460 0.1 -0.3 -0.4 0.137
H 7.825340 4.687680 4.019150 0.3 0.0 0.4 0.137
H 6.115920 2.239260 3.876360 0.0 -0.4 -0.1 0.120
H 7.824240 2.185750 3.437130 0.3 0.2 0.4 0.130
H 5.885070 1.429550 1.244930 -0.3 0.2 0.5 0.094
H 7.626740 1.777870 1.223500 0.1 -0.5 -0.1 0.069
H 6.575070 2.586590 0.138390 -0.3 0.6 0.3 0.072
C 5.709280 -3.750580 -8.309240 -0.7 0.1 0.5 -0.058
C 5.803050 -2.497830 -9.120780 0.1 1.1 -1.4 -0.158
N 6.055380 -1.126580 -8.375480 0.7 -0.3 -1.9 -0.187
C 6.195710 -0.031980 -9.506900 -0.1 -1.3 0.3 0.057
C 4.893400 -0.715490 -7.432410 1.6 -0.2 0.5 -0.148
C 3.548280 -0.614820 -8.113490 -0.4 -0.7 0.0 -0.037
C 7.345730 -1.308840 -7.540100 -0.5 0.7 0.1 -0.065
C 7.838460 -0.039670 -6.933460 1.2 1.8 1.2 -0.220
O 8.399580 0.922400 -7.829360 -0.5 -0.2 -0.8 -0.186
C 9.794070 1.090050 -7.704110 1.1 -0.3 0.5 -0.080
H 5.712410 -4.623510 -8.961990 0.0 0.2 -0.2 0.110
H 4.709410 -3.683370 -7.880470 0.0 -0.6 0.7 0.072
H 6.478070 -3.929980 -7.557660 0.0 0.2 0.0 0.079
H 4.905970 -2.369630 -9.726510 -0.5 0.2 0.6 0.124
H 6.472990 -2.596060 -9.974960 1.0 0.4 0.6 0.142
H 6.244590 0.978070 -9.100070 0.0 -0.3 0.2 0.099
H 5.330220 -0.168590 -10.155260 0.0 0.1 0.2 0.101
H 7.072860 -0.237660 -10.120410 0.1 -0.1 0.4 0.118
H 5.277300 0.198770 -6.979800 -0.4 0.2 -0.2 0.109
H 5.060860 -1.452950 -6.647410 -1.0 -0.2 0.2 0.108
H 3.524200 0.201440 -8.835460 0.1 -0.6 -0.5 0.096
H 2.602310 -0.484790 -7.587810 0.6 0.7 1.4 0.054
H 3.261390 -1.616830 -8.432510 0.4 0.1 -1.3 0.088
H 8.233410 -1.703240 -8.034640 -0.7 -0.3 -1.1 0.163
H 7.101640 -2.024490 -6.755020 -0.1 0.2 0.1 0.108
H 8.635580 -0.260070 -6.223440 0.1 -0.7 0.1 0.113
H 7.180340 0.513350 -6.263270 -0.7 -0.2 -0.3 0.108
H 10.048410 1.268000 -6.659240 0.0 0.4 0.2 0.069
H 10.221070 1.885500 -8.314870 -0.8 0.3 -0.1 0.089
H 10.413980 0.234680 -7.972710 -0.4 -0.6 -0.3 0.103
C 4.978510 -5.342490 3.211110 0.3 0.1 -1.2 -0.041
C 3.512210 -5.036630 3.090900 -1.4 0.1 -0.7 -0.139
N 2.917970 -5.100000 1.629540 -0.4 -0.6 0.8 -0.228
C 1.390430 -4.777620 1.762140 1.3 -0.5 -1.2 0.060
C 3.590520 -4.089690 0.671610 -0.2 0.3 1.6 -0.126
C 3.461830 -2.617070 1.189400 -0.2 -0.5 -0.5 -0.044
C 3.123370 -6.552930 1.162420 -0.8 -0.5 -0.1 -0.067
C 2.136240 -7.100950 0.086810 1.5 -0.2 2.0 -0.213
O 2.184660 -6.246560 -0.996210 -1.1 0.9 -1.7 -0.217
C 1.031880 -6.408150 -1.837580 -0.3 0.2 -0.6 -0.077
H 5.444380 -4.500000 2.699950 0.7 0.1 0.6 0.061
H 5.320800 -6.210650 2.647870 -0.4 -0.2 0.0 0.082
H 5.344340 -5.524060 4.221700 -0.3 0.5 0.1 0.114
H 3.264960 -4.008820 3.356570 0.2 -0.2 0.5 0.115
H 2.845410 -5.698770 3.643220 0.2 0.0 0.1 0.140
H 1.081540 -4.697260 0.719920 -0.2 0.4 0.1 0.093
H 1.260720 -3.838090 2.299320 0.0 -0.4 0.0 0.105
H 0.821340 -5.616450 2.162890 0.4 0.1 0.5 0.122
H 3.119930 -4.246480 -0.298990 0.2 0.1 0.1 0.111
H 4.629040 -4.420580 0.680610 0.0 0.1 -0.4 0.097
H 2.414980 -2.344350 1.322880 0.0 -0.1 0.1 0.074
H 3.839410 -1.903640 0.456890 0.1 -0.3 -0.3 0.074
H 3.998160 -2.384410 2.109350 0.0 -0.4 0.0 0.079
H 3.009680 -7.188540 2.040580 -0.3 0.1 0.2 0.145
H 4.163260 -6.739190 0.894020 0.0 0.6 -0.4 0.126
H 1.172060 -7.314360 0.548250 -0.5 0.6 -0.3 0.138
H 2.508480 -8.098150 -0.148000 0.2 -0.2 -0.2 0.140
H 1.043320 -5.891610 -2.797350 1.3 0.3 -0.1 0.063
H 0.140290 -5.914080 -1.451480 -0.2 -0.7 0.9 0.100
H 0.898400 -7.450110 -2.128440 -0.4 -0.1 0.5 0.109
C 11.213170 4.988060 -8.914690 0.0 0.3 1.0 -0.022
C 10.343420 5.062940 -7.579280 0.9 0.1 -0.2 -0.130
N 10.813970 6.113050 -6.554290 1.2 0.0 0.3 -0.249
C 12.224140 5.631130 -6.094600 -0.9 1.4 -0.2 0.065
C 10.914280 7.499120 -7.227840 -0.9 0.2 -1.0 -0.106
C 9.644190 7.892060 -8.131950 1.3 -0.4 0.8 -0.020
C 9.853160 6.303920 -5.355690 -1.3 -1.9 -1.3 -0.056
C 9.694180 5.132010 -4.344160 0.1 -0.6 -0.1 -0.179
O 9.423840 3.868350 -5.000190 1.6 0.7 0.6 -0.201
C 9.414980 2.769760 -4.079780 -1.4 -1.1 -0.6 -0.084
H 10.727160 5.298320 -9.839700 -0.5 -0.5 0.2 0.089
H 11.649970 3.990870 -8.968770 -0.4 -0.1 -0.3 0.080
H 12.110830 5.604740 -8.959570 0.0 0.3 0.6 0.077
H 10.476010 4.145130 -7.006440 -0.4 0.0 -0.4 0.091
H 9.280140 5.254610 -7.723480 0.1 -0.1 -0.3 0.102
H 12.577080 6.382830 -5.388560 0.2 0.0 -0.2 0.117
H 12.819700 5.617990 -7.007410 0.2 -0.1 0.4 0.103
H 12.205780 4.667230 -5.586030 -0.4 0.0 -0.3 0.109
H 11.794820 7.535990 -7.869240 0.0 -0.3 0.2 0.128
H 11.074420 8.185350 -6.396240 -0.1 0.2 -0.3 0.123
H 9.612630 7.431910 -9.119550 0.2 -0.7 0.3 0.078
H 9.711600 8.931450 -8.453260 0.0 0.3 0.8 0.098
H 8.728410 7.686370 -7.577760 -0.1 0.3 -0.2 0.056
H 8.910460 6.300830 -5.902870 -0.3 0.3 0.2 0.094
H 9.942890 7.291030 -4.902180 0.6 -0.3 0.1 0.134
H 8.849480 5.250500 -3.665520 -0.6 0.9 -0.2 0.110
H 10.498060 5.090610 -3.609210 0.7 -0.4 -0.4 0.115
H 10.265560 2.486010 -3.460020 0.5 1.2 0.1 0.102
H 9.293090 1.850440 -4.652580 0.0 0.2 -0.6 0.063
H 8.470430 2.773180 -3.535800 0.3 0.3 0.6 0.067
C 4.590460 -9.016950 -6.885910 0.2 0.6 0.9 -0.026
C 4.075930 -8.798450 -5.426740 -0.3 0.8 -0.9 -0.132
N 4.718590 -7.652760 -4.615970 1.1 1.1 -0.7 -0.226
C 4.143720 -7.662100 -3.179200 1.3 0.0 -1.9 0.043
C 6.257530 -7.843460 -4.518520 1.1 -1.1 0.0 -0.155
C 6.734280 -9.139870 -3.842980 -1.4 -0.7 0.2 -0.047
C 4.458280 -6.295650 -5.402360 -0.7 0.6 2.1 -0.033
C 4.777900 -4.971970 -4.613770 2.1 -1.6 -1.1 -0.166
O 6.224000 -4.870880 -4.653870 -0.2 0.0 0.4 -0.226
C 6.722880 -3.651650 -4.084520 -1.2 -0.8 0.4 -0.067
H 5.668880 -9.175370 -6.889650 -0.2 -0.8 -0.2 0.080
H 4.448180 -8.196810 -7.589620 -0.3 0.5 0.5 0.075
H 3.975690 -9.792740 -7.342330 0.5 -0.5 0.3 0.107
H 4.136690 -9.671060 -4.776380 0.1 -0.1 -0.4 0.129
H 3.033820 -8.496480 -5.531230 -0.2 -0.1 0.4 0.126
H 3.091140 -7.379000 -3.184710 0.2 -0.1 0.0 0.087
H 4.803490 -6.975930 -2.648190 -0.5 0.0 0.4 0.103
H 4.352120 -8.690480 -2.884060 -0.5 0.2 0.5 0.104
H 6.734080 -7.041430 -3.954820 -0.7 0.4 -0.4 0.115
H 6.649810 -7.889120 -5.534460 -0.3 0.6 0.0 0.123
H 6.337490 -10.028240 -4.334360 -0.4 0.0 0.0 0.089
H 6.389250 -9.142780 -2.809030 0.2 -0.3 0.1 0.074
H 7.791590 -9.404350 -3.827390 0.2 1.0 -0.2 0.106
H 3.370820 -6.255990 -5.465270 -0.1 -0.4 -0.7 0.128
H 4.969020 -6.254220 -6.364400 -0.1 -0.6 0.2 0.126
H 4.318800 -5.048480 -3.628140 0.3 0.4 0.4 0.109
H 4.436020 -4.080710 -5.139960 -0.7 -0.1 -0.2 0.108
H 6.308710 -2.819860 -4.654350 0.1 0.4 0.2 0.063
H 7.810850 -3.610630 -4.032300 -0.1 -0.3 -0.4 0.088
H 6.333400 -3.655280 -3.066490 0.1 0.7 0.2 0.081
C 3.463070 7.646920 -8.109100 -0.4 -1.2 1.0 -0.040
C 4.223400 6.270550 -8.071270 -0.8 1.1 0.8 -0.109
N 4.073840 5.497760 -6.663400 0.4 -0.3 -1.2 -0.196
C 2.603580 5.011290 -6.481260 1.2 1.0 1.4 0.040
C 4.967720 4.175810 -6.719900 0.4 2.2 0.0 -0.104
C 6.462250 4.586220 -6.898350 -1.4 -0.9 -0.7 -0.049
C 4.470370 6.538780 -5.572720 -0.7 -1.6 -0.1 -0.070
C 4.779680 5.923840 -4.202520 0.2 -0.6 -1.0 -0.202
O 3.828520 4.954580 -3.793030 0.3 0.2 0.4 -0.183
C 4.203080 4.232910 -2.596740 0.0 0.6 0.3 -0.053
H 3.417010 8.001830 -9.138670 -0.2 -0.1 0.1 0.106
H 3.869300 8.436280 -7.476650 0.8 -0.2 -0.3 0.079
H 2.482580 7.544060 -7.644190 -0.4 -0.1 -0.7 0.076
H 5.241560 6.576920 -8.311250 0.3 -0.8 0.6 0.107
H 3.887490 5.563930 -8.830190 -0.2 0.1 0.1 0.128
H 2.113710 4.543640 -7.335320 0.5 0.6 -0.3 0.118
H 2.148250 5.913060 -6.071890 -0.8 -0.3 -0.5 0.102
H 2.624290 4.302990 -5.653020 0.1 0.0 -0.1 0.071
H 4.520700 3.659040 -7.569150 0.4 -0.1 -0.1 0.120
H 4.836000 3.558750 -5.831090 -0.3 0.4 0.2 0.114
H 6.552250 5.060650 -7.875550 0.3 0.2 0.2 0.073
H 7.050070 3.670500 -6.961700 0.2 0.1 0.3 0.079
H 6.786920 5.229340 -6.080370 0.2 -0.2 -0.2 0.054
H 3.656990 7.254740 -5.454730 -0.1 -0.2 -0.4 0.135
H 5.356180 7.055730 -5.941760 -0.1 0.0 0.0 0.133
H 4.885350 6.820180 -3.591370 -0.1 -0.2 0.7 0.106
H 5.740910 5.417670 -4.291570 0.3 0.0 0.3 0.105
H 3.927080 4.788410 -1.700440 -0.3 0.2 0.0 0.083
H 5.279940 4.093260 -2.502050 0.2 -0.2 -0.5 0.079
H 3.702710 3.266340 -2.537680 0.0 0.1 -0.5 0.085
P 6.193610 0.347940 -2.916610 1.0 0.4 1.3 0.217
F 5.082930 0.938060 -1.921630 -0.3 0.8 -0.1 -0.161
F 7.360630 0.758430 -1.835450 0.0 -0.5 -0.4 -0.185
F 5.997260 -1.064440 -2.058280 0.5 0.1 -1.7 -0.193
F 7.315200 -0.249090 -3.974350 -0.6 -0.7 1.1 -0.183
F 5.036340 0.040560 -3.991090 -0.1 -0.7 -0.1 -0.163
F 6.467150 1.789400 -3.617880 -0.7 0.3 0.0 -0.184